Entry 1:
Computed, not measured: a molecular structure, C36H31BN4O2RuS2, with wB97M-V/def2-TZVPD.

Structure (ORCA input):
```
! RIJCOSX wB97M-V def2-TZVPD def2/J DEFGRID3
* xyz 0 1
Ru -0.170 -0.075 -0.190
S -1.577 0.233 1.735
C -0.379 1.045 2.708
C -0.432 0.936 4.098
C 0.514 1.550 4.902
C 0.432 1.446 6.324
N 0.364 1.380 7.470
C 1.558 2.289 4.308
C 1.588 2.441 2.931
C 0.622 1.844 2.123
S 0.637 2.182 0.414
C 2.585 2.869 5.113
N 3.426 3.327 5.749
H -1.221 0.354 4.554
H 2.377 3.022 2.472
N 2.875 -8.941 2.659
C 2.585 -7.848 2.451
C 2.235 -6.491 2.172
C 3.242 -5.541 1.990
C 2.913 -4.236 1.686
C 1.571 -3.856 1.565
C 0.567 -4.812 1.757
C 0.895 -6.118 2.056
C 1.225 -2.527 1.194
C 0.997 -1.392 0.802
H 4.277 -5.839 2.083
H 3.683 -3.493 1.529
H -0.466 -4.509 1.654
H 0.123 -6.861 2.200
C -0.377 1.383 -4.958
N -0.311 2.150 -3.697
C -0.626 3.575 -3.908
C 0.989 1.992 -2.964
C 1.443 0.559 -2.856
C 2.521 0.217 -3.675
C 2.989 -1.080 -3.749
C 2.325 -2.065 -3.037
C 1.281 -1.723 -2.193
C 0.836 -0.401 -2.008
H -1.367 1.494 -5.398
H -0.191 0.333 -4.752
H 0.379 1.743 -5.654
H -1.053 1.783 -3.068
H 0.086 4.017 -4.602
H -0.580 4.097 -2.954
H -1.632 3.673 -4.312
H 0.854 2.437 -1.980
H 1.731 2.565 -3.522
H 3.015 0.994 -4.250
H 3.850 -1.318 -4.361
H 2.641 -3.098 -3.113
H 0.807 -2.516 -1.626
C -8.538 0.977 -3.384
C -7.144 1.494 -3.760
C -7.082 2.981 -3.384
C -6.929 1.345 -5.274
C -6.048 0.699 -3.048
C -6.258 -0.608 -2.606
C -5.275 -1.359 -1.966
C -4.048 -0.767 -1.784
O -2.918 -1.239 -1.171
B -1.964 -0.239 -1.217
O -2.517 0.867 -1.931
C -3.819 0.519 -2.246
C -4.783 1.271 -2.872
H -9.305 1.646 -3.776
H -8.647 0.938 -2.299
H -8.728 -0.014 -3.794
H -7.949 3.499 -3.794
H -6.195 3.475 -3.784
H -7.090 3.101 -2.299
H -7.662 1.935 -5.829
H -7.026 0.300 -5.572
H -5.931 1.688 -5.555
H -7.222 -1.072 -2.748
H -5.470 -2.364 -1.620
H -4.569 2.282 -3.192
*
```

Results
- ΔE to the lowest compared entry with this formula, charge and spin: 1.253 eV
- E_tot: -2675.98722 Ha
- Gap between HOMO and LUMO (spin up / spin down): 6.223 / 6.157 eV

Löwdin atomic charge list, values in e, 4 entries:
1. Ru 0.7790
2. S 0.6786
3. C -0.6784
4. C -0.0506

=====

Entry 2:
Computed, not measured: a single C6H12O molecule, with wB97M-V/def2-TZVPD.

Structure (ORCA input):
```
! RIJCOSX wB97M-V def2-TZVPD def2/J DEFGRID3
* xyz 0 1
C -1.262 -0.512 1.072
O -1.896 -1.518 0.296
C -1.063 0.804 0.274
C -0.550 0.543 -1.149
C 0.824 -0.226 -1.186
C 2.432 -0.162 0.863
C 1.728 0.352 -0.130
H -0.329 -0.891 1.476
H -1.942 -0.286 1.908
H -2.855 -1.421 0.416
H -0.670 1.708 0.724
H -2.150 1.010 0.115
H -0.340 1.532 -1.567
H -1.174 -0.102 -1.767
H 1.165 -0.051 -2.209
H 0.705 -1.308 -1.056
H 2.329 -1.239 1.008
H 3.163 0.392 1.434
H 1.883 1.374 -0.522
*
```

Results
- ΔE to the lowest compared entry with this formula, charge and spin: 1.913 eV
- E_tot: -310.98899 Ha
- Gap between HOMO and LUMO: 10.412 eV

Löwdin atomic charge list, values in e, 4 entries:
1. C -0.2692
2. O -0.0747
3. C -0.1870
4. C -0.2070

=====

Entry 3:
Computed, not measured: 13 unconnected molecules or ions with the total composition C63H159N24O16P7, with wB97M-V/def2-TZVPD.

Structure (ORCA input):
```
! RIJCOSX wB97M-V def2-TZVPD def2/J DEFGRID3
* xyz 0 1
C 0.527 -0.218 -0.856
C -0.835 -0.714 -0.372
O -1.001 -0.447 0.942
C -0.089 0.524 1.302
O -0.069 1.146 2.398
O 0.821 0.623 0.301
H 0.259 0.355 -1.744
H 1.339 -0.920 -1.044
H -1.039 -1.761 -0.597
H -1.591 -0.107 -0.870
C -3.421 -3.708 1.990
C -2.874 -4.878 2.746
O -1.791 -5.300 1.921
C -1.368 -4.273 1.113
O -0.363 -4.166 0.424
O -2.341 -3.281 1.171
H -3.779 -2.892 2.619
H -4.297 -4.166 1.532
H -3.687 -5.591 2.884
H -2.353 -4.608 3.664
C 4.284 1.332 -4.068
C 2.956 1.770 -3.431
O 2.073 0.684 -3.910
C 2.788 -0.412 -4.264
O 2.300 -1.545 -4.410
O 4.105 -0.020 -4.521
H 5.151 1.418 -3.413
H 4.481 2.075 -4.842
H 2.605 2.734 -3.800
H 3.020 1.602 -2.356
C -2.584 3.937 4.849
C -1.123 4.156 5.332
C -0.738 3.285 6.561
C 0.746 3.343 6.924
N 1.931 3.395 7.198
H -2.669 3.095 4.162
H -3.056 4.812 4.403
H -3.218 3.640 5.684
H -0.945 5.194 5.612
H -0.656 3.719 4.450
H -1.081 2.251 6.535
H -1.075 3.753 7.486
C -6.059 -5.805 -1.639
C -6.511 -4.462 -2.248
C -5.253 -3.717 -2.736
C -5.715 -2.725 -3.726
N -6.198 -1.998 -4.484
H -5.933 -5.877 -0.559
H -5.035 -5.998 -1.957
H -6.772 -6.517 -2.056
H -7.089 -4.044 -1.424
H -7.100 -4.757 -3.116
H -4.501 -4.324 -3.239
H -4.638 -3.449 -1.876
C 1.421 -7.086 0.229
C 0.919 -7.694 -1.057
C 1.459 -9.145 -1.387
C 0.865 -10.210 -0.568
N 0.428 -11.109 0.035
H 0.887 -7.484 1.091
H 1.213 -6.016 0.239
H 2.496 -7.119 0.410
H 1.350 -6.970 -1.749
H -0.155 -7.548 -1.176
H 2.539 -9.196 -1.248
H 1.235 -9.383 -2.426
O 8.775 5.079 -1.460
P 7.654 4.820 -0.494
N 6.573 6.155 -0.593
C 5.327 6.301 0.132
C 6.765 7.134 -1.634
N 8.275 4.714 1.157
C 8.939 3.489 1.546
C 8.488 5.870 1.952
N 6.845 3.387 -0.904
C 7.190 2.495 -2.088
C 5.736 2.739 -0.163
H 5.588 6.200 1.185
H 4.575 5.531 -0.044
H 4.756 7.208 -0.067
H 7.204 7.984 -1.111
H 5.856 7.556 -2.061
H 7.449 6.850 -2.434
H 9.670 3.572 2.351
H 8.181 2.720 1.702
H 9.582 3.241 0.702
H 8.118 5.781 2.973
H 9.541 6.153 1.944
H 7.955 6.746 1.581
H 8.271 2.404 -2.186
H 6.652 1.563 -2.263
H 6.903 2.990 -3.016
H 4.833 2.615 -0.760
H 5.411 3.343 0.684
H 6.079 1.778 0.221
O 5.054 -2.191 5.662
P 5.004 -0.790 5.152
N 3.701 -0.491 3.931
C 3.222 0.918 3.823
C 3.055 -1.409 3.099
N 6.433 -0.178 4.315
C 7.302 -1.296 3.904
C 6.540 1.168 3.691
N 4.635 0.271 6.418
C 5.743 0.865 7.271
C 3.397 0.000 7.172
H 3.777 1.670 4.384
H 2.159 1.003 4.050
H 3.389 1.125 2.766
H 3.289 -2.432 3.395
H 3.362 -1.341 2.056
H 1.972 -1.293 3.073
H 8.325 -0.978 4.103
H 7.184 -2.196 4.507
H 7.353 -1.280 2.815
H 5.864 1.877 4.169
H 7.561 1.547 3.711
H 6.185 1.116 2.662
H 5.348 1.312 8.183
H 6.475 0.117 7.577
H 6.271 1.550 6.609
H 3.652 -0.598 8.047
H 2.719 -0.567 6.535
H 2.990 0.971 7.457
O 1.493 4.386 -2.131
P 0.976 5.378 -1.135
N -0.672 5.691 -1.417
C -1.331 4.812 -2.356
C -1.452 6.750 -0.864
N 1.814 6.829 -1.160
C 1.844 7.753 -0.088
C 2.499 7.308 -2.342
N 1.144 4.866 0.519
C 0.360 5.342 1.596
C 2.226 3.982 0.932
H -0.672 4.271 -3.035
H -2.207 5.259 -2.827
H -1.655 3.921 -1.818
H -2.010 7.226 -1.670
H -0.806 7.583 -0.584
H -1.904 6.317 0.028
H 2.028 8.783 -0.391
H 0.854 7.874 0.352
H 2.413 7.556 0.821
H 2.315 6.789 -3.283
H 2.106 8.307 -2.532
H 3.579 7.355 -2.204
H -0.298 4.551 1.957
H 1.022 5.546 2.437
H -0.203 6.265 1.459
H 2.609 3.276 0.195
H 1.808 3.330 1.699
H 3.009 4.562 1.419
O -3.287 2.333 -7.627
P -2.284 1.313 -7.804
N -1.368 1.587 -9.280
C -2.006 2.198 -10.488
C 0.175 1.799 -9.317
N -2.841 -0.291 -8.004
C -3.019 -0.938 -9.312
C -3.711 -0.861 -6.884
N -1.207 1.225 -6.505
C -0.223 0.168 -6.379
C -1.359 1.974 -5.179
H -1.523 3.154 -10.686
H -2.987 2.453 -10.087
H -2.036 1.590 -11.393
H 0.528 2.645 -8.729
H 0.552 2.046 -10.309
H 0.626 0.851 -9.025
H -3.529 -1.894 -9.198
H -3.570 -0.118 -9.774
H -2.090 -1.121 -9.850
H -4.586 -0.291 -6.569
H -4.195 -1.804 -7.139
H -3.107 -1.084 -6.004
H -0.246 -0.408 -5.454
H -0.146 -0.534 -7.209
H 0.812 0.491 -6.272
H -2.249 1.727 -4.601
H -1.423 3.033 -5.433
H -0.544 1.841 -4.468
O -1.408 -6.493 -3.456
P -0.848 -5.589 -4.498
N 0.373 -6.332 -5.414
C 1.260 -5.501 -6.281
C 0.472 -7.785 -5.469
N 0.057 -4.339 -3.788
C 1.278 -4.668 -3.110
C -0.642 -3.216 -3.152
N -1.949 -4.868 -5.601
C -3.013 -5.568 -6.243
C -1.450 -3.788 -6.458
H 2.319 -5.744 -6.192
H 1.174 -4.430 -6.097
H 0.928 -5.624 -7.311
H 1.222 -8.080 -6.203
H -0.451 -8.261 -5.799
H 0.703 -8.075 -4.444
H 1.616 -5.677 -3.345
H 1.994 -4.009 -3.601
H 1.240 -4.455 -2.041
H -0.971 -3.495 -2.150
H 0.077 -2.396 -3.157
H -1.464 -2.856 -3.771
H -2.501 -5.880 -7.154
H -3.352 -6.406 -5.633
H -3.798 -4.874 -6.543
H -1.136 -4.144 -7.439
H -0.702 -3.067 -6.128
H -2.309 -3.203 -6.788
O -3.549 -4.060 5.833
P -2.979 -2.945 6.686
N -2.080 -1.742 5.825
C -2.274 -1.459 4.428
C -1.049 -1.026 6.567
N -1.865 -3.646 7.906
C -2.189 -3.911 9.291
C -0.750 -4.529 7.484
N -4.163 -2.164 7.568
C -5.571 -2.366 7.343
C -3.905 -1.312 8.686
H -1.633 -2.134 3.860
H -1.907 -0.456 4.210
H -3.328 -1.440 4.154
H -1.315 -0.718 7.578
H -0.626 -0.116 6.141
H -0.183 -1.688 6.593
H -3.154 -3.523 9.615
H -2.178 -4.976 9.524
H -1.415 -3.619 10.001
H -0.842 -4.714 6.414
H 0.168 -3.951 7.592
H -0.767 -5.524 7.928
H -5.750 -3.384 7.687
H -6.201 -1.878 8.086
H -5.879 -2.268 6.302
H -4.629 -1.577 9.456
H -3.905 -0.252 8.430
H -2.966 -1.526 9.197
O -7.518 2.023 -0.333
P -6.368 1.468 0.519
N -6.802 1.415 2.190
C -7.774 2.231 2.790
C -6.143 0.497 3.075
N -5.008 2.527 0.662
C -4.960 3.759 -0.144
C -3.853 2.323 1.560
N -5.696 -0.133 0.244
C -4.658 -0.509 -0.692
C -6.542 -1.280 0.385
H -8.084 1.824 3.753
H -8.709 2.192 2.231
H -7.330 3.223 2.873
H -5.154 0.198 2.728
H -6.657 -0.455 3.212
H -6.150 0.973 4.056
H -4.143 4.351 0.268
H -4.708 3.606 -1.194
H -5.846 4.364 0.049
H -3.818 2.878 2.498
H -3.692 1.246 1.532
H -2.978 2.665 1.006
H -4.301 -1.502 -0.419
H -5.179 -0.580 -1.647
H -3.799 0.160 -0.637
H -6.646 -1.731 -0.602
H -7.517 -1.021 0.799
H -6.200 -2.033 1.096
*
```

Results
- E_tot: -7403.25855 Ha
- Gap between HOMO and LUMO: 8.204 eV

Löwdin atomic charge list, values in e, 4 entries:
1. C -0.0515
2. C -0.1932
3. O 0.0475
4. C -0.4543

=====

Entry 4:
Computed, not measured: a single C5H3F8N molecule, with wB97M-V/def2-TZVPD.

Structure (ORCA input):
```
! RIJCOSX wB97M-V def2-TZVPD def2/J DEFGRID3
* xyz 0 1
C 1.428 -2.211 -0.362
C 0.324 -1.618 -0.819
C 0.540 -0.053 -0.956
C -1.365 1.616 -0.274
C -0.099 0.493 1.561
N -0.309 0.787 0.150
F 0.166 0.624 -2.018
F 1.796 0.353 -0.821
F -2.191 1.100 -1.197
F -2.161 1.921 0.761
F -0.943 2.820 -0.743
F -1.130 -0.304 1.998
F 0.992 -0.207 1.722
F -0.103 1.544 2.348
H 1.373 -3.250 -0.142
H 2.356 -1.756 -0.185
H -0.673 -1.859 -1.025
*
```

Results
- ΔE to the lowest compared entry with this formula, charge and spin: 0.000 eV
- E_tot: -1045.99177 Ha
- Gap between HOMO and LUMO: 11.705 eV

Löwdin atomic charge list, values in e, 4 entries:
1. C 0.0667
2. C 0.0074
3. C -0.4478
4. C -0.6316

=====

Entry 5:
Computed, not measured: 2 unconnected molecules or ions with the total composition C5H12NO2, with wB97M-V/def2-TZVPD.

Structure (ORCA input):
```
! RIJCOSX wB97M-V def2-TZVPD def2/J DEFGRID3
* xyz -1 1
C -0.437 1.819 -0.346
O -1.438 2.541 -0.860
C -0.721 0.328 -0.073
C 0.508 -0.479 0.463
C 1.347 -1.164 -0.571
C 1.955 -2.339 -0.328
N 1.763 -0.324 -1.584
H -0.193 2.243 0.662
H 0.507 1.947 -1.000
H -1.047 -0.291 -0.922
H -1.580 0.389 0.602
H 1.053 0.203 1.108
H 0.171 -1.250 1.179
H 2.543 -2.772 -1.133
H 1.679 -2.848 0.581
H 1.391 0.587 -1.807
H 2.270 -0.779 -2.337
H -2.916 0.198 2.236
H -2.111 -0.345 3.457
O -2.356 -0.542 2.535
*
```

Results
- ΔE to the lowest compared entry with this formula, charge and spin: 3.671 eV
- E_tot: -402.89455 Ha
- Gap between HOMO and LUMO: 5.690 eV

Löwdin atomic charge list, values in e, 4 entries:
1. C -0.5856
2. O -0.3741
3. C -0.2058
4. C -0.1809

=====

Entry 6:
Computed, not measured: 2 unconnected molecules or ions with the total composition C2H6NO, with wB97M-V/def2-TZVPD.

Structure (ORCA input):
```
! RIJCOSX wB97M-V def2-TZVPD def2/J DEFGRID3
* xyz 1 1
C -1.399 0.735 -0.211
C -0.604 -0.167 0.570
N 1.523 -0.424 -0.123
O -1.416 -0.727 -0.231
H -2.264 1.196 0.257
H -1.009 1.206 -1.102
H -0.254 -0.409 1.554
H 1.490 -0.391 -1.140
H 1.826 -1.340 0.186
H 2.105 0.321 0.240
*
```

Results
- ΔE to the lowest compared entry with this formula, charge and spin: 2.357 eV
- E_tot: -209.43911 Ha
- Gap between HOMO and LUMO: 11.468 eV

Löwdin atomic charge list, values in e, 4 entries:
1. C 0.0349
2. C -0.0272
3. N 0.1437
4. O 0.1473

=====

Entry 7:
Computed, not measured: a molecular structure, HN2O2S, with wB97M-V/def2-TZVPD.

Structure (ORCA input):
```
! RIJCOSX wB97M-V def2-TZVPD def2/J DEFGRID3
* xyz -1 3
N 0.735 1.825 0.527
N 2.886 0.111 -0.028
O 2.079 -0.553 -0.736
O 3.948 -0.392 0.356
S 0.407 0.959 -0.605
H -0.355 -0.350 -0.162
*
```

Results
- ΔE to the lowest compared entry with this formula, charge and spin: 0.175 eV
- E_tot: -658.57473 Ha
- ⟨S²⟩: 2.020
- Gap between HOMO and LUMO (spin up / spin down): 5.864 / 6.337 eV

Löwdin atomic charge list, values in e, 4 entries:
1. N -0.5482
2. N -0.3896
3. O -0.3836
4. O -0.1814

=====

Entry 8:
Computed, not measured: a molecular structure, C13H27FO7V, with wB97M-V/def2-TZVPD.

Structure (ORCA input):
```
! RIJCOSX wB97M-V def2-TZVPD def2/J DEFGRID3
* xyz -1 3
V -0.797 14.124 -9.423
C 0.105 12.149 -6.254
C 0.015 11.545 -7.662
O -0.670 12.301 -8.550
H 0.888 12.900 -6.143
H 0.245 11.367 -5.498
H -0.842 12.663 -6.053
H -0.475 10.556 -7.543
H 1.043 11.346 -8.024
C -1.778 17.349 -12.182
C -2.397 16.113 -11.565
O -1.527 15.446 -10.781
H -2.451 17.843 -12.898
H -0.878 17.098 -12.753
H -1.445 18.081 -11.443
H -2.769 15.462 -12.391
H -3.306 16.432 -10.996
C -1.263 15.644 -5.942
C 0.078 15.618 -6.663
O 0.030 15.240 -7.979
H -1.152 15.986 -4.904
H -1.659 14.628 -5.904
H -2.019 16.273 -6.425
H 0.693 14.877 -6.115
H 0.560 16.608 -6.574
F 0.899 13.915 -10.376
C -6.283 14.008 -12.323
C -5.215 12.961 -12.456
C -4.072 13.302 -13.431
O -2.904 12.940 -12.720
C -3.201 12.735 -11.421
O -2.422 12.591 -10.557
O -4.556 12.690 -11.229
H -6.970 13.944 -13.172
H -5.899 15.030 -12.297
H -6.911 13.858 -11.443
H -5.732 12.067 -12.823
H -4.021 14.366 -13.674
H -4.142 12.743 -14.362
C -4.189 14.077 -6.578
C -3.901 14.480 -7.999
O -2.811 14.336 -8.474
C -5.039 15.041 -8.797
H -5.203 13.691 -6.454
H -4.005 14.893 -5.882
H -3.509 13.257 -6.338
H -5.600 15.773 -8.207
H -5.726 14.217 -9.008
H -4.716 15.523 -9.716
*
```

Results
- ΔE to the lowest compared entry with this formula, charge and spin: 0.000 eV
- E_tot: -2082.17159 Ha
- ⟨S²⟩: 2.009
- Gap between HOMO and LUMO (spin up / spin down): 6.045 / 6.820 eV

Löwdin atomic charge list, values in e, 4 entries:
1. V 1.1293
2. C -0.0955
3. C -0.4460
4. O -0.3602